DFT (ωB97M-V/def2-TZVPD) results for the molecule C2H6N2O in a non-equilibrium geometry.

Results
- LUMO (eV) = 1.0
- SMILES = C/C(N)=N\O
- gap between HOMO and LUMO (eV) = 10.394
- E_HOMO (hartree) = -0.3457
- ΔE to the lowest compared entry with this formula, charge and spin (kJ/mol) = 368.9

```
11
Properties=species:S:1:pos:R:3:forces:R:3
C -0.929302 -0.739297 0.465756 0.594 -0.129 0.452
C 0.124140 0.214609 0.021608 -2.360 5.983 -3.368
N -0.360995 1.669325 -0.285877 -0.596 -1.609 1.628
N 1.237934 0.224422 -0.552775 1.178 -5.030 2.273
O 1.579823 -1.320163 -0.115860 1.082 1.723 -0.869
H -0.981452 -1.575212 -0.233890 0.132 0.060 0.098
H -1.894434 -0.235140 0.526818 0.246 0.073 0.022
H -0.649232 -1.132268 1.445937 -0.178 -0.083 -0.084
H 0.375565 2.364886 -0.350430 0.027 -0.601 -0.120
H -1.014632 1.750031 -1.057580 0.161 -0.262 0.160
H 2.512583 -1.221194 0.136291 -0.285 -0.124 -0.192
```
Positions in Å, forces in eV/Å.